# 1
{
  "formula": "C53H59N5O4PSTi",
  "method": "ωB97M-V/def2-TZVPD",
  "orbital_gap_ev": [4.3, 6.1],
  "largest_force_ev_per_a": 3.9,
  "s_squared": 2.017,
  "total_charge": -1,
  "lumo_ev": [2.360, 2.360],
  "spin_multiplicity": 3,
  "species": ["Ti", "C", "C", "N", "C", "C", "S", "C", "C", "N", "H", "H", "H", "H", "H", "H", "H", "H", "H", "H", "H", "H", "H", "H", "O", "C", "C", "C", "C", "C", "C", "C", "P", "C", "C", "C", "C", "C", "C", "C", "C", "C", "C", "C", "C", "H", "H", "H", "H", "H", "H", "H", "H", "H", "H", "H", "H", "H", "H", "C", "N", "C", "C", "O", "N", "C", "C", "H", "H", "H", "H", "H", "H", "H", "H", "H", "H", "H", "H", "C", "C", "C", "C", "C", "C", "N", "C", "C", "C", "C", "C", "C", "C", "O", "O", "C", "C", "H", "H", "H", "H", "H", "H", "H", "H", "H", "H", "H", "H", "H", "H", "C", "C", "C", "C", "C", "C", "C", "C", "H", "H", "H", "H", "H"],
  "xyz": [[-0.943, 0.201, 0.839], [-1.252, 4.038, 1.091], [-2.542, 3.304, 0.665], [-2.238, 2.168, -0.194], [-2.331, 2.433, -1.616], [-1.277, 3.402, -2.145], [0.451, 2.830, -1.940], [1.140, 4.104, -0.823], [1.126, 3.680, 0.645], [-0.142, 3.110, 1.017], [-1.057, 4.880, 0.424], [-1.384, 4.466, 2.099], [-3.036, 2.913, 1.559], [-3.238, 4.007, 0.173], [-2.908, 1.426, 0.048], [-2.216, 1.483, -2.146], [-3.321, 2.855, -1.889], [-1.418, 3.535, -3.219], [-1.360, 4.375, -1.664], [2.166, 4.270, -1.153], [0.579, 5.020, -1.002], [1.862, 2.889, 0.777], [1.408, 4.556, 1.267], [-0.059, 2.566, 1.875], [-3.554, 0.754, 1.695], [-2.444, 0.417, 2.202], [-2.403, -0.258, 3.483], [-3.545, -0.820, 4.093], [-3.445, -1.482, 5.290], [-2.216, -1.569, 5.952], [-1.087, -0.994, 5.384], [-1.164, -0.387, 4.143], [0.232, 0.466, 3.333], [0.284, 1.802, 4.606], [1.208, 1.941, 5.642], [1.152, 3.034, 6.485], [0.173, 4.004, 6.324], [-0.780, 3.854, 5.322], [-0.722, 2.769, 4.475], [1.607, -0.641, 3.792], [2.919, -0.183, 3.895], [3.967, -1.069, 4.068], [3.726, -2.432, 4.136], [2.425, -2.903, 4.001], [1.381, -2.022, 3.816], [-4.494, -0.715, 3.582], [-4.320, -1.935, 5.738], [-2.150, -2.072, 6.907], [-0.142, -1.036, 5.912], [1.957, 1.180, 5.803], [1.876, 3.127, 7.284], [0.137, 4.856, 6.989], [-1.565, 4.590, 5.211], [-1.480, 2.621, 3.711], [3.124, 0.879, 3.840], [4.981, -0.698, 4.142], [4.547, -3.125, 4.264], [2.234, -3.967, 4.022], [0.376, -2.390, 3.670], [5.148, 1.433, -0.996], [4.171, 1.011, -0.019], [4.249, 1.741, 1.225], [2.930, 0.509, -0.397], [1.905, 0.819, 0.192], [2.967, -0.325, -1.479], [1.722, -0.627, -2.146], [4.016, -1.292, -1.700], [5.240, 2.527, -0.977], [4.842, 1.136, -1.995], [6.131, 1.007, -0.775], [5.180, 1.488, 1.738], [3.401, 1.455, 1.841], [4.227, 2.827, 1.061], [0.954, 0.024, -1.729], [1.422, -1.666, -1.989], [1.831, -0.438, -3.216], [4.810, -1.175, -0.968], [4.432, -1.198, -2.708], [3.603, -2.301, -1.597], [-4.128, 0.957, -7.256], [-2.794, 0.590, -6.668], [-1.633, 0.868, -7.381], [-0.391, 0.591, -6.832], [-0.306, -0.007, -5.594], [-1.461, -0.340, -4.882], [-1.312, -0.966, -3.649], [-2.010, -2.064, -3.198], [-2.480, -3.035, -4.072], [-3.076, -4.197, -3.594], [-3.226, -4.394, -2.223], [-2.796, -3.433, -1.342], [-2.176, -2.249, -1.796], [-1.791, -1.255, -0.835], [-2.077, -1.372, 0.404], [-1.144, -0.169, -1.137], [-2.718, 0.003, -5.406], [-3.948, -0.212, -4.576], [-4.009, 1.329, -8.272], [-4.610, 1.735, -6.661], [-4.788, 0.090, -7.270], [-1.698, 1.319, -8.363], [0.512, 0.832, -7.380], [0.652, -0.241, -5.156], [-0.875, -0.432, -2.898], [-2.352, -2.886, -5.135], [-3.406, -4.956, -4.288], [-3.678, -5.305, -1.855], [-2.905, -3.556, -0.273], [-4.445, -1.148, -4.835], [-4.657, 0.603, -4.712], [-3.683, -0.266, -3.523], [0.428, -1.283, 1.169], [0.945, -2.302, 0.743], [1.542, -3.504, 0.292], [0.840, -4.326, -0.600], [1.395, -5.510, -1.041], [2.651, -5.903, -0.603], [3.358, -5.091, 0.271], [2.815, -3.901, 0.714], [-0.149, -4.027, -0.924], [0.837, -6.138, -1.724], [3.070, -6.846, -0.929], [4.339, -5.394, 0.617], [3.354, -3.272, 1.410]],
  "forces_ev_per_a": [[1.61, 3.33, 1.22], [-0.15, -0.21, -0.11], [0.07, 0.05, 0.12], [-0.81, -0.46, -0.23], [0.12, 0.11, -0.18], [0.29, -0.25, -0.01], [-0.05, 0.36, -0.10], [-0.14, -0.46, -0.18], [0.12, 0.10, 0.11], [0.35, 0.24, 0.71], [0.08, -0.03, 0.00], [0.03, 0.00, -0.13], [-0.01, -0.02, -0.25], [0.07, -0.04, 0.11], [-0.16, 0.40, 0.14], [-0.12, 0.17, 0.08], [0.13, -0.05, 0.04], [-0.15, 0.07, 0.05], [-0.03, 0.09, -0.05], [0.02, 0.10, 0.04], [0.06, 0.08, 0.00], [-0.01, 0.19, 0.05], [0.06, -0.09, -0.10], [0.02, 0.19, -0.19], [-0.57, -0.27, 0.62], [-0.34, 0.69, -0.82], [-0.08, -0.59, 1.47], [0.21, 0.31, -0.53], [0.27, -0.18, 0.41], [-0.20, 0.02, -0.05], [-0.05, -0.13, 0.13], [-0.81, 0.12, -0.32], [-0.18, -0.26, 0.52], [0.20, 0.33, -0.04], [-0.16, -0.24, -0.37], [-0.06, 0.34, 0.25], [-0.01, -0.10, 0.00], [0.07, 0.22, 0.25], [0.12, -0.33, -0.16], [0.32, -0.04, -0.10], [-0.44, 0.12, 0.03], [0.32, -0.19, 0.04], [-0.06, 0.04, -0.06], [0.26, -0.13, 0.12], [-0.11, 0.27, 0.13], [0.00, 0.01, -0.06], [-0.08, -0.02, 0.04], [0.03, -0.02, 0.05], [0.04, -0.02, 0.00], [0.07, -0.01, -0.02], [0.04, 0.02, 0.05], [0.00, 0.05, 0.02], [-0.05, 0.01, -0.03], [0.01, 0.08, -0.04], [0.01, 0.00, 0.03], [0.05, 0.04, 0.02], [0.03, -0.03, 0.03], [-0.04, -0.06, -0.02], [0.06, -0.05, 0.05], [0.05, -0.06, -0.04], [0.03, 0.07, 0.13], [-0.15, -0.13, 0.07], [-0.01, 0.13, 0.18], [0.25, 0.17, -0.19], [-0.16, -0.17, -0.11], [-0.20, 0.27, 0.12], [0.12, -0.07, -0.02], [0.02, -0.03, -0.04], [0.04, -0.03, -0.02], [0.03, 0.02, -0.08], [0.02, 0.03, 0.06], [0.11, 0.08, -0.01], [-0.03, -0.04, 0.01], [0.11, -0.18, -0.21], [-0.01, -0.04, 0.04], [-0.01, -0.06, -0.09], [0.05, 0.01, 0.00], [0.06, 0.01, 0.00], [0.03, 0.01, 0.02], [0.07, -0.02, 0.05], [0.09, 0.13, -0.29], [0.01, -0.04, 0.11], [0.04, 0.11, -0.12], [-0.14, -0.13, 0.16], [0.10, 0.25, -0.93], [0.11, 0.02, 0.69], [0.34, 0.21, 0.85], [-0.34, -0.63, -0.21], [0.21, 0.52, 0.12], [-0.17, -0.38, -0.25], [0.46, 0.81, -0.03], [-0.66, -1.34, -1.27], [0.04, 1.02, 2.14], [-0.73, -1.45, -2.15], [-0.55, -1.22, -1.20], [0.19, -0.14, 0.36], [-0.02, 0.03, -0.06], [-0.04, -0.01, -0.01], [-0.09, 0.01, -0.03], [-0.14, 0.01, -0.04], [-0.05, 0.03, -0.05], [0.01, 0.01, 0.00], [0.09, -0.07, 0.03], [-0.11, 0.00, -0.12], [0.04, 0.00, -0.09], [-0.04, -0.03, -0.09], [-0.02, -0.02, 0.02], [-0.02, 0.02, 0.06], [-0.12, -0.05, 0.02], [-0.05, 0.00, 0.00], [-0.10, 0.03, 0.05], [0.35, -1.07, -0.28], [0.39, -0.11, 0.22], [-0.10, -0.04, -0.11], [0.03, -0.02, 0.00], [-0.01, -0.11, -0.08], [0.07, -0.16, -0.06], [0.13, -0.15, 0.01], [0.02, 0.09, 0.09], [0.03, 0.03, 0.00], [-0.03, -0.05, -0.04], [0.05, -0.03, -0.06], [0.02, -0.01, 0.00], [0.00, 0.04, -0.04]],
  "lowdin_charge": [0.74, -0.20, -0.18, -0.11, -0.28, -0.43, 0.90, -0.44, -0.29, -0.09, 0.09, 0.10, 0.10, 0.12, 0.08, 0.09, 0.12, 0.06, 0.06, 0.06, 0.06, 0.07, 0.12, 0.04, -0.13, -0.45, -0.21, -0.02, -0.10, -0.10, -0.10, -0.31, 1.10, -0.31, -0.09, -0.10, -0.10, -0.09, -0.10, -0.35, -0.12, -0.10, -0.11, -0.09, -0.11, 0.11, 0.09, 0.09, 0.11, 0.09, 0.10, 0.09, 0.10, 0.09, 0.09, 0.09, 0.09, 0.11, 0.11, -0.07, -0.14, -0.06, -0.48, 0.00, -0.12, -0.06, -0.06, 0.08, 0.08, 0.09, 0.09, 0.06, 0.09, 0.03, 0.09, 0.08, 0.09, 0.09, 0.08, -0.05, -0.24, -0.06, -0.09, -0.01, -0.20, 0.11, -0.20, -0.03, -0.08, -0.10, -0.02, -0.06, -0.51, -0.07, -0.17, -0.17, -0.02, 0.07, 0.08, 0.08, 0.10, 0.10, 0.10, 0.10, 0.12, 0.10, 0.09, 0.12, 0.09, 0.08, 0.08, -0.11, -0.09, -0.25, -0.03, -0.10, -0.12, -0.11, -0.06, 0.10, 0.10, 0.09, 0.09, 0.10]
}

=====

# 2
{
  "formula": "C53H60N4O3P3ReS",
  "method": "ωB97M-V/def2-TZVPD",
  "orbital_gap_ev": [4.9, 3.7],
  "largest_force_ev_per_a": 2.5,
  "s_squared": 3.793,
  "total_charge": 3,
  "relative_energy_kj_mol": 594.2,
  "lumo_ev": [-9.007, -10.162],
  "spin_multiplicity": 4,
  "species": ["Re", "C", "C", "C", "C", "C", "C", "C", "N", "C", "N", "C", "C", "C", "C", "C", "C", "C", "N", "C", "C", "C", "C", "C", "C", "C", "H", "H", "H", "H", "H", "H", "H", "H", "H", "H", "H", "H", "H", "H", "H", "H", "H", "H", "H", "H", "H", "H", "C", "S", "C", "C", "C", "N", "P", "C", "C", "C", "C", "C", "C", "C", "C", "C", "C", "C", "C", "P", "C", "C", "C", "C", "C", "C", "C", "C", "C", "C", "C", "C", "H", "H", "H", "H", "H", "H", "H", "H", "H", "H", "H", "H", "H", "H", "H", "H", "H", "H", "H", "H", "H", "H", "H", "H", "H", "H", "H", "H", "H", "C", "O", "P", "O", "C", "O", "C", "H", "H", "H", "H", "H", "H", "H", "H", "H"],
  "xyz": [[-0.034, 0.158, -0.049], [-5.737, 4.126, -1.384], [-4.818, 5.056, -0.656], [-5.195, 6.372, -0.425], [-4.381, 7.245, 0.277], [-3.180, 6.793, 0.807], [-2.782, 5.487, 0.595], [-3.582, 4.623, -0.154], [-3.234, 3.265, -0.355], [-2.011, 2.705, -0.313], [-0.916, 3.470, -0.539], [0.233, 3.313, 0.255], [0.512, 2.065, 0.853], [1.384, 2.088, 1.945], [2.083, 3.228, 2.296], [1.964, 4.373, 1.520], [1.013, 4.453, 0.515], [0.801, 5.746, -0.218], [-1.846, 1.417, -0.044], [-2.969, 0.572, 0.092], [-3.783, 0.304, -0.949], [-4.497, -1.005, -0.994], [-5.811, -1.305, -0.382], [-3.472, -1.459, 1.245], [-3.085, -0.184, 1.356], [-2.753, 0.517, 2.626], [-6.537, 4.691, -1.852], [-6.192, 3.418, -0.687], [-5.217, 3.565, -2.158], [-6.147, 6.718, -0.796], [-4.694, 8.264, 0.440], [-2.565, 7.453, 1.398], [-1.889, 5.118, 1.074], [-4.028, 2.633, -0.377], [-1.090, 4.408, -0.887], [1.498, 1.192, 2.541], [2.745, 3.219, 3.148], [2.588, 5.228, 1.729], [1.689, 6.365, -0.124], [-0.031, 6.311, 0.205], [0.616, 5.596, -1.280], [-3.765, 0.900, -1.852], [-4.506, -1.331, -2.038], [-6.331, -2.094, -0.913], [-3.601, -2.112, 2.091], [-2.922, -0.130, 3.480], [-3.356, 1.415, 2.737], [-1.702, 0.817, 2.614], [-2.043, -8.976, -0.364], [-0.707, -7.922, 0.229], [-1.429, -6.248, 0.021], [-0.532, -5.243, 0.732], [-1.105, -3.822, 0.774], [-0.862, -3.054, -0.454], [-1.787, -1.621, -0.740], [-3.584, -1.994, -0.153], [-6.121, -1.166, 0.927], [-6.640, -2.320, 1.592], [-6.169, -3.552, 1.260], [-5.146, -3.970, 0.321], [-4.057, -3.403, -0.253], [-1.780, -1.568, -2.551], [-1.351, -0.400, -3.177], [-1.338, -0.324, -4.558], [-1.753, -1.411, -5.313], [-2.181, -2.572, -4.690], [-2.191, -2.658, -3.310], [0.699, -2.237, -0.738], [0.960, -2.730, -2.474], [1.377, -1.836, -3.454], [1.623, -2.286, -4.740], [1.449, -3.623, -5.054], [0.995, -4.509, -4.089], [0.747, -4.065, -2.804], [1.866, -3.196, 0.262], [1.815, -3.075, 1.647], [2.640, -3.850, 2.441], [3.556, -4.710, 1.857], [3.651, -4.784, 0.475], [2.805, -4.036, -0.325], [-1.777, -9.993, -0.090], [-2.122, -8.896, -1.444], [-2.980, -8.701, 0.108], [-2.423, -6.253, 0.470], [-1.501, -6.038, -1.046], [0.457, -5.242, 0.273], [-0.402, -5.572, 1.764], [-0.693, -3.311, 1.648], [-2.189, -3.879, 0.920], [-5.879, -0.295, 1.519], [-7.305, -2.208, 2.434], [-6.604, -4.392, 1.790], [-5.268, -5.019, 0.064], [-3.480, -4.031, -0.921], [-0.997, 0.441, -2.567], [-0.994, 0.570, -5.054], [-1.741, -1.358, -6.389], [-2.511, -3.413, -5.280], [-2.495, -3.568, -2.815], [1.511, -0.794, -3.202], [1.959, -1.593, -5.496], [1.671, -3.978, -6.048], [0.846, -5.548, -4.335], [0.404, -4.752, -2.045], [1.125, -2.367, 2.092], [2.568, -3.785, 3.515], [4.201, -5.309, 2.481], [4.377, -5.435, 0.014], [2.872, -4.112, -1.399], [3.402, -0.420, 2.749], [3.267, -0.604, 1.341], [2.429, 0.075, 0.193], [3.280, 1.395, -0.066], [3.012, 2.211, -1.204], [2.849, -0.887, -1.026], [4.242, -1.092, -1.320], [3.707, 0.594, 2.998], [4.187, -1.112, 3.051], [2.483, -0.691, 3.270], [3.615, 1.879, -2.048], [3.292, 3.227, -0.936], [1.950, 2.164, -1.472], [4.674, -1.790, -0.608], [4.786, -0.149, -1.269], [4.290, -1.509, -2.322]],
  "forces_ev_per_a": [[-1.49, 1.17, 0.42], [0.02, 0.00, 0.04], [0.35, -0.07, 0.03], [0.20, 0.05, 0.10], [0.08, -0.09, 0.10], [-0.14, 0.09, -0.17], [-0.16, -0.30, 0.04], [-0.29, 1.11, 0.00], [0.39, -0.87, -0.02], [-0.37, 0.62, -0.06], [-0.08, -0.07, -0.33], [0.07, -0.21, 0.24], [0.17, -0.39, -0.15], [0.05, 0.18, 0.20], [-0.06, -0.12, 0.16], [-0.07, -0.26, 0.03], [-0.12, -0.18, 0.09], [0.00, 0.00, 0.06], [1.12, -0.61, -0.32], [-0.88, -0.51, -0.29], [0.22, 0.17, 0.37], [-0.24, 0.06, -0.01], [-0.59, 0.23, 0.31], [0.53, 0.41, 0.01], [0.08, -0.17, 0.13], [0.02, 0.01, 0.04], [-0.08, -0.09, -0.04], [-0.11, -0.11, -0.02], [0.02, -0.08, -0.16], [-0.10, 0.02, -0.08], [-0.04, 0.10, 0.01], [0.08, 0.07, 0.07], [0.13, 0.00, 0.10], [0.27, 0.00, 0.02], [-0.11, -0.11, 0.14], [0.14, -0.03, 0.00], [0.07, 0.00, 0.05], [0.02, 0.15, 0.05], [0.01, 0.06, -0.03], [-0.06, 0.05, -0.05], [-0.02, 0.03, -0.15], [0.10, 0.08, -0.08], [0.07, 0.02, 0.08], [0.09, -0.10, 0.16], [-0.09, -0.13, 0.18], [-0.02, -0.04, 0.11], [-0.02, 0.17, 0.12], [0.00, 0.15, 0.15], [0.13, 0.32, -0.15], [0.14, 0.44, 0.19], [0.22, -0.59, 0.03], [-0.26, 0.02, -0.13], [0.16, -0.52, 0.62], [0.40, 1.51, -0.19], [-0.51, -1.47, -0.97], [0.23, 0.42, 0.01], [-0.03, 0.46, -0.99], [0.00, -0.73, 0.04], [-0.61, 0.61, 0.69], [0.76, -0.07, -0.57], [0.10, -0.46, -0.13], [-0.09, 0.57, 0.25], [-0.14, -0.04, 0.12], [0.04, 0.19, -0.04], [-0.04, 0.08, 0.09], [-0.05, -0.09, 0.03], [-0.04, 0.07, 0.19], [-0.45, -2.14, -0.19], [0.32, 0.59, -0.01], [0.16, -0.09, 0.20], [0.05, 0.09, 0.00], [0.01, -0.02, 0.04], [0.05, -0.03, 0.01], [-0.03, -0.02, 0.35], [-0.06, 0.57, 0.20], [-0.09, -0.06, -0.16], [-0.09, 0.09, 0.12], [-0.02, 0.04, -0.06], [0.02, -0.08, 0.04], [-0.02, 0.08, -0.16], [-0.02, -0.04, 0.00], [-0.12, -0.11, -0.08], [-0.11, -0.07, 0.08], [-0.11, 0.06, -0.05], [-0.17, 0.15, -0.10], [0.01, -0.05, 0.08], [0.05, -0.01, 0.05], [-0.12, 0.06, 0.05], [0.25, 0.01, -0.01], [0.23, 0.09, 0.04], [-0.20, -0.15, 0.10], [-0.07, -0.03, 0.05], [0.10, 0.02, -0.08], [-0.07, -0.18, 0.04], [-0.17, 0.00, -0.23], [0.04, 0.12, -0.05], [0.00, 0.05, -0.15], [0.00, -0.11, -0.08], [-0.03, -0.13, -0.04], [0.09, 0.10, -0.08], [0.03, 0.09, -0.08], [-0.02, -0.03, -0.14], [-0.01, -0.13, 0.00], [-0.08, -0.17, 0.02], [-0.03, -0.03, 0.19], [0.02, 0.02, 0.14], [0.06, -0.08, 0.03], [0.07, -0.09, -0.04], [0.06, -0.04, -0.08], [0.28, -0.05, 0.62], [-0.92, 0.43, -0.52], [2.37, -0.30, -0.66], [-0.50, -0.66, 0.46], [-0.02, 0.27, -0.44], [-0.69, 0.86, 0.36], [0.65, -0.18, -0.24], [-0.04, 0.02, -0.14], [-0.06, 0.06, 0.00], [-0.01, 0.05, -0.07], [0.01, -0.06, 0.00], [-0.12, -0.04, -0.05], [0.12, 0.15, -0.05], [-0.08, -0.06, 0.05], [-0.05, -0.06, -0.07], [-0.04, 0.05, 0.01]],
  "lowdin_charge": [1.30, -0.03, -0.20, -0.01, -0.04, -0.05, -0.04, -0.18, 0.18, -0.32, 0.16, -0.23, -0.26, -0.17, -0.04, 0.00, -0.21, -0.01, -0.03, -0.35, 0.02, -0.22, -0.04, -0.05, -0.27, 0.00, 0.09, 0.09, 0.08, 0.13, 0.12, 0.12, 0.11, 0.12, 0.14, 0.08, 0.12, 0.13, 0.10, 0.09, 0.09, 0.14, 0.15, 0.13, 0.15, 0.10, 0.10, 0.07, -0.40, 0.82, -0.51, -0.26, -0.25, -0.35, 1.00, -0.39, -0.09, -0.05, -0.05, -0.05, -0.10, -0.37, -0.14, -0.06, -0.03, -0.03, -0.06, 0.97, -0.35, -0.11, -0.05, -0.03, -0.04, -0.09, -0.37, -0.14, -0.05, -0.02, -0.02, -0.07, 0.04, 0.03, 0.04, 0.08, 0.07, 0.08, 0.12, 0.09, 0.09, 0.12, 0.12, 0.12, 0.12, 0.09, 0.08, 0.12, 0.12, 0.13, 0.11, 0.10, 0.12, 0.12, 0.12, 0.10, 0.10, 0.12, 0.13, 0.13, 0.11, -0.05, -0.25, 0.63, -0.26, -0.07, -0.42, -0.03, 0.10, 0.11, 0.09, 0.10, 0.11, 0.07, 0.10, 0.10, 0.11]
}

=====

no.,E (Eh)
1,-4218.7868
2,-3999.8939